Record 1
Computed, not measured: 3 unconnected molecules or ions with the total composition C18H41BF3N2O6S at a distorted geometry, with ωB97M-V with the def2-TZVPD basis set.

Each line ends with the Löwdin charge.
Atoms and positions in Å:
C 5.17 3.00 -0.44  -0.040
C 3.69 3.35 -0.47  -0.225
O 2.94 2.19 -0.89  0.069
B 1.64 2.34 -1.19  -0.810
O 1.12 1.73 -2.26  0.207
S 0.57 3.45 -0.06  1.215
C -0.98 2.60 0.39  -0.352
C -1.95 2.40 -0.81  -0.127
C -3.20 3.21 -0.69  -0.224
F -4.33 2.56 -0.32  0.074
C -3.30 4.55 -0.94  -0.280
F -2.71 5.44 -0.17  0.168
F -3.95 5.10 -1.92  0.203
H 5.43 2.30 -1.23  0.081
H 5.43 2.57 0.52  0.087
H 5.75 3.92 -0.54  0.089
H 3.54 4.20 -1.14  0.131
H 3.42 3.66 0.55  0.109
H 0.17 1.58 -2.22  0.104
H 1.22 3.57 1.11  0.023
H -0.76 1.66 0.91  0.080
H -1.46 3.25 1.11  0.090
H -2.26 1.35 -0.79  0.143
H -1.50 2.66 -1.77  0.108
C 2.22 -5.26 -4.16  -0.108
O 2.42 -4.10 -4.94  -0.188
C 1.40 -3.11 -4.81  -0.218
C 1.90 -1.90 -4.05  -0.213
N 2.11 -2.20 -2.64  -0.044
C 2.84 -1.18 -1.90  -0.193
C 4.26 -0.83 -2.34  -0.224
O 5.22 -1.84 -2.13  -0.170
C 5.27 -2.85 -3.12  -0.088
H 2.93 -6.01 -4.50  0.092
H 2.40 -5.07 -3.09  0.075
H 1.21 -5.66 -4.29  0.089
H 0.50 -3.53 -4.36  0.122
H 1.15 -2.79 -5.83  0.123
H 1.15 -1.10 -4.13  0.117
H 2.82 -1.56 -4.54  0.106
H 2.61 -3.08 -2.56  0.068
H 2.91 -1.53 -0.86  0.126
H 2.24 -0.27 -1.89  0.083
H 4.58 0.01 -1.72  0.104
H 4.30 -0.47 -3.38  0.119
H 5.04 -2.47 -4.11  0.091
H 4.59 -3.67 -2.87  0.073
H 6.28 -3.26 -3.12  0.092
C -5.85 1.23 4.44  -0.113
O -4.96 0.60 5.34  -0.193
C -5.11 -0.81 5.45  -0.209
C -3.96 -1.54 4.80  -0.210
N -3.99 -1.41 3.35  -0.049
C -2.77 -1.84 2.67  -0.197
C -1.45 -1.15 3.01  -0.208
O -1.36 0.21 2.59  -0.217
C -2.00 1.15 3.45  -0.090
H -5.78 2.30 4.60  0.089
H -5.59 1.02 3.39  0.073
H -6.88 0.91 4.62  0.092
H -6.07 -1.13 5.04  0.125
H -5.11 -1.04 6.51  0.125
H -4.02 -2.60 5.06  0.128
H -3.03 -1.14 5.23  0.104
H -4.16 -0.44 3.11  0.063
H -2.94 -1.70 1.60  0.118
H -2.64 -2.91 2.83  0.123
H -0.66 -1.67 2.47  0.122
H -1.20 -1.22 4.07  0.116
H -1.93 0.87 4.50  0.096
H -3.04 1.28 3.16  0.077
H -1.50 2.11 3.32  0.077

Properties
HOMO: -0.391 Eh
Charge: +1
Frontier orbital gap: 6.92 eV


Record 2
Computed, not measured: 3 unconnected molecules or ions with the total composition C18H41N3O2S2 at a distorted geometry, with ωB97M-V with the def2-TZVPD basis set.

Each line ends with the Löwdin charge.
Atoms and positions in Å:
C -3.69 0.62 -2.87  -0.124
O -5.00 0.77 -3.38  -0.196
C -5.77 1.68 -2.62  -0.204
C -7.15 1.15 -2.23  -0.281
C -8.09 1.37 -3.50  -0.631
S -9.17 2.81 -3.33  0.788
N -8.92 0.15 -3.61  0.018
C -8.01 -0.88 -3.20  -0.507
O -7.76 -1.87 -3.72  0.186
C -7.36 -0.34 -1.90  -0.514
S -5.99 -1.34 -1.28  0.813
H -3.69 0.11 -1.91  0.036
H -3.22 1.59 -2.75  0.092
H -3.14 0.00 -3.56  0.091
H -5.95 2.55 -3.24  0.123
H -5.24 2.04 -1.74  0.121
H -7.60 1.78 -1.48  0.106
H -7.52 1.39 -4.42  0.112
H -9.61 2.59 -2.08  -0.128
H -9.63 0.20 -2.89  0.104
H -8.07 -0.43 -1.10  0.096
H -5.29 -1.55 -2.40  -0.108
C -2.28 0.80 0.72  -0.091
C -0.87 0.48 0.22  -0.273
N -0.06 1.67 0.02  -0.200
C 1.15 1.42 -0.74  -0.250
C 2.21 0.49 -0.12  -0.090
C 0.08 2.54 1.18  -0.248
C 0.65 1.94 2.47  -0.082
H -2.77 1.52 0.06  0.069
H -2.88 -0.11 0.72  0.071
H -2.27 1.19 1.73  0.067
H -0.97 -0.02 -0.75  0.114
H -0.40 -0.24 0.91  0.103
H 1.62 2.38 -0.98  0.112
H 0.86 1.00 -1.70  0.109
H 2.75 0.98 0.70  0.057
H 2.95 0.23 -0.87  0.070
H 1.78 -0.44 0.25  0.063
H -0.91 2.96 1.40  0.100
H 0.68 3.40 0.89  0.114
H 0.18 0.98 2.72  0.066
H 0.46 2.62 3.30  0.071
H 1.72 1.79 2.41  0.054
C 4.44 -2.66 0.80  -0.092
C 5.63 -1.72 0.96  -0.276
N 5.92 -1.42 2.35  -0.201
C 6.84 -0.30 2.51  -0.252
C 8.27 -0.46 1.99  -0.087
C 6.15 -2.56 3.21  -0.248
C 7.26 -3.54 2.83  -0.083
H 3.56 -2.27 1.32  0.073
H 4.19 -2.75 -0.26  0.073
H 4.65 -3.66 1.17  0.064
H 5.39 -0.78 0.45  0.110
H 6.49 -2.15 0.44  0.102
H 6.88 -0.04 3.57  0.111
H 6.39 0.57 2.02  0.108
H 8.87 -1.12 2.61  0.054
H 8.77 0.51 1.98  0.070
H 8.29 -0.84 0.96  0.066
H 5.21 -3.12 3.28  0.101
H 6.33 -2.20 4.23  0.114
H 7.23 -3.82 1.77  0.066
H 7.15 -4.46 3.41  0.071
H 8.25 -3.15 3.05  0.053

Properties
HOMO: -0.300 Eh
Charge: 0
Relative energy (zero: lowest compared OMol25 entry of this formula, charge and spin): 0.000 eV
Structure (SMILES): COC[C@H]1[C@H](S)NC(=O)[C@H]1S.CCN(CC)CC.CCN(CC)CC
Frontier orbital gap: 8.56 eV


Record 3
Computed, not measured: a molecular structure, C18H41O2P3Pr at a distorted geometry, with ωB97M-V with the def2-TZVPD basis set.

Each line ends with the Löwdin spin population.
Atoms and positions in Å:
Pr 0.40 0.26 -0.82  2.055
P 2.12 1.79 1.21  -0.011
P 2.11 -2.00 -0.36  -0.006
P -0.69 0.57 1.83  -0.012
H -1.46 2.38 -2.55  0.000
C -1.73 2.74 -1.54  -0.001
C -0.93 3.63 -0.91  -0.001
H -0.03 4.00 -1.42  0.000
C 3.55 2.79 0.63  -0.003
C 3.00 0.79 2.47  -0.001
C 1.35 3.08 2.28  -0.001
C 1.17 -3.10 -1.50  0.000
C 3.84 -2.41 -0.81  -0.001
C 1.94 -2.86 1.26  -0.001
C -1.86 1.96 2.16  -0.002
C -0.27 -0.17 3.45  -0.003
C -1.94 -0.67 1.32  -0.001
H -2.68 2.40 -1.13  0.000
H -1.14 4.04 0.07  0.000
H 3.26 3.51 -0.15  0.000
H 4.34 2.14 0.24  0.000
H 3.95 3.35 1.49  0.000
H 3.75 0.16 1.98  0.000
H 2.33 0.15 3.04  0.000
H 3.50 1.49 3.15  0.000
H 0.89 3.85 1.65  0.000
H 2.15 3.53 2.89  0.000
H 0.58 2.67 2.94  0.000
H 1.69 -4.06 -1.55  0.000
H 1.10 -2.68 -2.52  0.000
H 0.16 -3.26 -1.08  0.000
H 4.09 -3.49 -0.84  0.000
H 4.49 -1.91 -0.07  0.000
H 4.06 -1.99 -1.80  0.000
H 2.35 -3.88 1.25  0.000
H 0.88 -2.92 1.56  0.000
H 2.48 -2.26 2.02  0.000
H -2.78 1.51 2.56  0.000
H -2.09 2.48 1.22  0.000
H -1.49 2.69 2.89  0.000
H -1.20 -0.57 3.88  -0.001
H 0.17 0.55 4.16  0.000
H 0.43 -1.01 3.30  0.000
H -2.62 -0.69 2.19  0.000
H -1.53 -1.68 1.17  0.000
H -2.50 -0.36 0.42  0.000
C -3.22 -1.74 -1.85  0.000
C -3.07 -2.96 -2.54  0.000
C -4.25 -3.69 -2.81  0.000
C -5.49 -3.32 -2.27  0.000
C -5.52 -2.24 -1.39  0.000
C -4.39 -1.44 -1.16  0.000
O -2.17 -0.78 -1.88  -0.001
H -1.62 -1.04 -2.64  0.000
H -2.07 -3.32 -2.82  0.000
H -4.19 -4.59 -3.41  0.000
H -6.39 -3.88 -2.52  0.000
H -6.44 -2.04 -0.86  0.000
H -4.38 -0.63 -0.44  0.000
C 2.21 2.84 -2.68  0.000
O 2.14 1.60 -1.93  -0.006
H 2.77 2.70 -3.61  0.000
H 2.69 3.62 -2.08  0.000
H 1.19 3.13 -2.91  0.000
H 3.04 1.24 -1.83  0.000

Properties
HOMO (spin up / spin down): -0.597 / -0.597 Eh
Charge: +3
Multiplicity: 3
Frontier orbital gap (spin up / spin down): 5.32 / 6.10 eV